(1)
{"formula": "C3H12NSi", "method": "ωB97M-V/def2-TZVPD", "elements": ["Si", "N", "C", "C", "C", "H", "H", "H", "H", "H", "H", "H", "H", "H", "H", "H", "H"], "coordinates": [[0.69308, 0.01299, 0.41849], [-2.29369, -0.33055, 0.12568], [0.47231, 1.90571, 0.06418], [-0.91209, -0.91393, -0.50057], [2.17651, -1.09676, -0.16855], [-0.54880, 2.32066, 0.28992], [0.50594, 0.14748, 1.93566], [3.05592, -0.64321, -0.43617], [-1.09131, -1.94307, -0.43096], [-0.88095, -0.64567, -1.59748], [-1.97916, 0.74884, 0.09899], [2.49392, -1.65364, 0.72403], [0.68281, 2.35410, -0.95466], [1.94406, -1.79650, -0.89211], [-2.93060, -0.45175, -0.55129], [1.04836, 2.47013, 0.78923], [-2.43633, -0.48486, 1.08559]], "forces_ev_per_angstrom": [[-0.4, 0.0, -0.5], [7.1, 5.0, -0.5], [-0.7, 0.4, -1.3], [0.1, 2.2, 0.9], [-1.8, 0.8, 3.2], [0.4, -0.8, -0.1], [0.0, -0.8, -0.8], [1.9, 1.7, -0.9], [0.4, -1.6, 0.2], [-0.4, 0.0, 1.2], [-1.4, -2.6, 0.1], [-0.4, -0.1, 0.0], [0.0, -0.9, 1.0], [-0.8, -1.3, -1.6], [-3.9, -0.8, -2.2], [0.5, -0.1, 0.1], [-0.8, -1.1, 1.3]], "lowdin_charge": [0.73, 0.16, -0.25, -0.16, -0.17, 0.03, 0.00, 0.00, 0.05, 0.10, 0.18, 0.04, 0.05, 0.00, 0.09, 0.02, 0.13], "homo_energy_ev": -15.13, "lumo_energy_ev": -3.59, "homo_lumo_gap_ev": 11.5, "charge": 1}

***

(2)
{"formula": "C44H39Cl2CsF7N5O4Sb", "method": "ωB97M-V/def2-TZVPD", "elements": ["Cs", "Sb", "Cl", "Cl", "F", "F", "F", "F", "F", "F", "F", "O", "O", "O", "O", "N", "N", "N", "N", "N", "C", "C", "C", "C", "C", "C", "C", "C", "C", "C", "C", "C", "C", "C", "C", "C", "C", "C", "C", "C", "C", "C", "C", "C", "C", "C", "C", "C", "C", "C", "C", "C", "C", "C", "C", "C", "C", "C", "C", "C", "C", "C", "C", "C", "H", "H", "H", "H", "H", "H", "H", "H", "H", "H", "H", "H", "H", "H", "H", "H", "H", "H", "H", "H", "H", "H", "H", "H", "H", "H", "H", "H", "H", "H", "H", "H", "H", "H", "H", "H", "H", "H", "H"], "coordinates": [[-1.17229, -1.91944, 0.82470], [0.36618, -4.96921, 3.78978], [-0.40401, 0.00903, 3.72421], [-2.20574, 0.66422, 5.94435], [1.50640, -0.03081, -1.44028], [0.14171, -6.32934, 5.09125], [-1.36893, -5.30082, 3.10595], [0.51905, -3.57894, 2.49789], [2.11087, -4.57333, 4.42112], [1.09811, -6.23030, 2.59007], [-0.35203, -3.70725, 5.00981], [-6.52863, 2.27363, -2.83444], [-7.96407, 3.53562, -1.85179], [-3.80671, -0.65187, 2.01116], [-3.67234, -0.73317, -0.22652], [2.31719, -3.19087, -0.08915], [-1.11578, -0.75913, -2.63362], [0.75398, -2.74378, -2.30574], [1.39178, 1.59922, 0.60757], [-7.06970, 2.70432, -1.83766], [3.65123, -4.64282, 1.28103], [0.93819, -0.21205, -5.68002], [-5.65082, 1.21244, -0.48451], [1.45027, -3.91008, -2.21521], [3.36892, 1.52602, 2.78133], [2.53740, 3.35625, -0.66156], [-2.08725, 0.15042, 4.24372], [2.01975, 1.16913, -1.60217], [-4.14089, -0.32606, 0.84949], [1.82411, -2.07264, -4.39372], [-5.79654, 1.27659, 1.90900], [1.80398, 3.08791, 3.94157], [3.11005, 0.02588, 2.62716], [1.17272, 2.40263, 1.73082], [-0.09716, -0.07540, -4.72131], [1.97293, 2.05807, -0.48326], [3.08546, 3.71617, -1.86367], [-1.11742, 3.14000, 0.76455], [2.55513, 1.53745, -2.81428], [-0.16595, -0.92419, -3.58602], [1.42079, -4.92158, -3.17258], [1.87243, -1.20178, -5.48153], [-0.04142, 3.10267, 1.84574], [2.85051, -5.43575, -0.84093], [-1.09935, 0.91486, -4.84459], [-5.23443, 0.74497, 0.75543], [-6.76856, 2.26626, 1.84278], [2.09883, 2.36753, 2.78928], [3.57068, -5.63947, 0.35901], [4.43234, 1.99799, 1.78423], [3.08864, 2.81437, -2.93931], [-2.03695, 0.15882, -2.79040], [0.62639, 3.80239, 4.07148], [2.76421, -6.43118, -1.84302], [-0.28291, 3.79385, 3.02819], [2.21324, -4.18286, -1.01458], [-0.76311, 4.11063, -0.37022], [3.00433, -3.42111, 0.99669], [-2.07582, 1.02874, -3.89916], [0.81508, -2.00116, -3.40097], [-7.19459, 2.74072, 0.61308], [-6.61984, 2.19775, -0.52477], [-1.51778, 1.78095, 0.19032], [2.05975, -6.15538, -2.98370], [2.50780, 4.03166, 0.18414], [-2.86041, 1.77150, -3.98202], [-2.57046, 0.89994, 3.63065], [-1.07525, 1.57365, -5.70761], [1.97939, -6.90800, -3.76225], [5.38664, 1.52040, 2.01786], [-2.78681, 0.21676, -2.01033], [3.25010, -7.38772, -1.68822], [0.97326, 0.45081, -6.53681], [2.50698, 3.05442, 4.76614], [2.53498, 0.83696, -3.63853], [2.68498, -1.31868, -6.19451], [3.05036, -2.61586, 1.72331], [-7.19636, 2.67168, 2.75092], [0.00045, 3.69536, -1.02642], [3.79923, 1.67221, 3.77739], [-1.95079, 1.13057, 0.95414], [-1.64602, 4.29452, -0.98604], [3.50924, 3.11849, -3.88878], [-2.26449, 1.90370, -0.59331], [4.18290, 1.72453, 0.76023], [-0.67019, 1.25758, -0.25030], [-0.40583, 5.06894, 0.01394], [4.05929, -0.51309, 2.67238], [-1.99869, 3.55603, 1.26269], [-2.57572, -0.80771, 4.12765], [3.51096, 4.70210, -1.99901], [0.86030, -4.74395, -4.08250], [2.59304, -2.82734, -4.29206], [-7.94716, 3.50849, 0.52103], [-5.44734, 0.88817, 2.85702], [4.57415, 3.07993, 1.82833], [2.47541, -0.35889, 3.42547], [0.40357, 4.33130, 4.98911], [4.15981, -4.78034, 2.22578], [-5.21461, 0.80135, -1.38347], [-1.22441, 4.32189, 3.13334], [4.03347, -6.60506, 0.53442], [2.63664, -0.21201, 1.67420]], "forces_ev_per_angstrom": [[0.4, -0.2, -0.6], [-0.1, 0.0, 0.2], [0.0, 0.0, 0.1], [0.0, 0.0, 0.0], [0.1, 0.0, 0.1], [0.1, 0.0, 0.0], [0.0, 0.0, 0.0], [0.1, 0.0, 0.1], [0.0, 0.0, 0.0], [0.0, 0.0, 0.0], [0.0, 0.0, 0.0], [0.0, 0.0, 0.0], [0.0, 0.0, 0.0], [0.1, 0.0, 0.1], [-0.2, -0.1, -0.2], [0.0, 0.0, 0.0], [0.0, -0.2, -0.1], [-0.1, 0.0, -0.2], [0.0, -0.2, 0.1], [0.0, 0.0, 0.1], [0.0, 0.0, 0.0], [0.0, 0.0, 0.0], [0.0, 0.0, 0.1], [0.1, -0.1, 0.1], [0.0, 0.1, 0.0], [-0.1, 0.0, 0.1], [0.0, 0.1, 0.0], [0.1, 0.1, 0.1], [-0.1, 0.1, 0.2], [0.0, 0.0, -0.1], [0.0, 0.0, 0.0], [0.0, 0.0, 0.0], [0.0, 0.0, 0.0], [0.1, 0.0, 0.0], [0.0, 0.0, 0.0], [0.0, 0.0, -0.1], [0.0, 0.0, -0.1], [0.1, 0.1, 0.0], [0.0, 0.0, 0.0], [0.0, 0.1, 0.1], [-0.1, 0.1, 0.0], [0.1, -0.1, 0.0], [-0.1, 0.0, 0.0], [0.0, 0.0, 0.0], [0.0, 0.0, 0.0], [0.0, 0.0, 0.0], [0.0, 0.0, 0.0], [0.0, 0.0, 0.1], [0.0, 0.0, 0.0], [0.0, 0.0, 0.0], [0.0, 0.0, 0.0], [0.0, 0.1, -0.1], [0.0, 0.0, 0.0], [0.0, 0.0, 0.0], [0.0, 0.0, 0.0], [0.0, 0.1, -0.1], [-0.1, 0.0, 0.0], [0.0, 0.0, 0.0], [0.0, 0.0, 0.0], [0.0, 0.1, 0.2], [0.0, 0.0, 0.1], [-0.1, 0.1, -0.2], [0.0, -0.1, 0.2], [0.0, 0.0, 0.0], [0.0, 0.0, 0.0], [0.0, 0.0, 0.0], [0.0, 0.0, 0.0], [0.0, 0.0, 0.0], [0.0, 0.0, 0.0], [0.0, 0.0, 0.0], [0.0, 0.0, 0.0], [0.0, 0.0, 0.0], [0.0, 0.0, 0.0], [0.0, 0.0, 0.0], [0.0, -0.1, -0.1], [0.0, 0.0, 0.0], [0.0, 0.0, 0.0], [0.0, 0.0, 0.0], [0.0, 0.0, 0.0], [0.0, 0.0, 0.0], [0.0, 0.1, 0.0], [0.0, 0.0, 0.0], [0.0, 0.0, 0.0], [-0.1, 0.1, 0.0], [0.0, 0.0, 0.0], [-0.1, 0.0, -0.1], [0.0, 0.0, 0.0], [0.0, 0.0, 0.0], [0.0, 0.0, 0.0], [0.0, 0.0, 0.0], [0.0, 0.0, 0.0], [0.0, 0.0, 0.0], [0.0, 0.0, 0.0], [0.0, 0.0, 0.0], [0.0, 0.0, 0.0], [0.0, 0.0, 0.0], [0.0, 0.0, 0.0], [0.0, 0.0, 0.0], [0.0, 0.0, 0.0], [0.0, 0.0, 0.0], [0.0, 0.0, 0.0], [0.0, 0.0, 0.0], [0.0, 0.0, 0.0]], "mulliken_spin": [0.00, 0.00, 0.00, 0.00, 0.02, 0.00, 0.00, 0.00, 0.00, 0.00, 0.00, 0.00, 0.00, 0.00, 0.00, 0.00, 0.00, 0.00, 0.51, 0.00, 0.00, 0.00, 0.00, 0.00, 0.01, 0.20, 0.00, 0.16, 0.00, 0.00, 0.00, 0.00, 0.01, -0.08, 0.00, 0.05, -0.09, 0.00, -0.12, 0.00, 0.00, 0.00, 0.02, 0.00, 0.00, 0.00, 0.00, 0.05, 0.00, 0.00, 0.24, 0.00, 0.00, 0.00, 0.00, 0.00, 0.00, 0.00, 0.00, 0.00, 0.00, 0.00, 0.01, 0.00, 0.01, 0.00, 0.00, 0.00, 0.00, 0.00, 0.00, 0.00, 0.00, 0.00, -0.01, 0.00, 0.00, 0.00, 0.01, 0.00, 0.00, 0.00, 0.02, 0.00, 0.00, -0.01, 0.00, 0.00, 0.00, 0.00, 0.00, 0.00, 0.00, 0.00, 0.00, 0.00, 0.00, 0.00, 0.00, 0.00, 0.00, 0.00, -0.01], "homo_energy_ev": [-1.51, -1.51], "lumo_energy_ev": [3.15, 2.34], "homo_lumo_gap_ev": [4.7, 3.9], "spin_multiplicity": 2, "charge": -2}

***

(3)
{"formula": "C20H17Fe2O5", "method": "ωB97M-V/def2-TZVPD", "elements": ["Fe", "Fe", "O", "O", "O", "O", "O", "C", "C", "C", "C", "C", "C", "C", "C", "C", "C", "C", "C", "C", "C", "C", "C", "C", "C", "C", "C", "H", "H", "H", "H", "H", "H", "H", "H", "H", "H", "H", "H", "H", "H", "H", "H", "H"], "coordinates": [[-3.58005, -2.41767, -0.12424], [3.62197, 1.73313, -0.77531], [5.63537, 0.28568, 0.93416], [3.50375, -0.78112, -2.48545], [-1.96740, -2.59421, -2.58307], [-5.93030, -3.40835, -1.52222], [-4.22487, 0.08391, -1.48313], [-4.36919, -1.87452, 1.62290], [4.92556, 0.97934, 0.33641], [-1.37860, -1.22925, 1.47968], [-5.04948, -3.10218, -0.83257], [4.66330, 3.39360, -0.41094], [-3.89350, -3.24820, 1.74298], [2.54082, 3.36792, -1.35869], [1.07391, 0.72262, -0.33112], [-2.59184, -2.66040, -1.60930], [3.46900, 2.95250, -2.36643], [-1.73285, -2.49119, 0.86267], [-2.58901, -3.51384, 1.39365], [3.53300, 0.26021, -1.97560], [-3.69011, -0.79481, 2.27300], [2.36169, 0.79711, 0.38335], [-3.96650, -0.82247, -0.80112], [-0.08323, 1.20505, 0.18997], [3.27194, 3.64036, -0.15291], [4.79005, 2.95568, -1.78590], [-2.33439, -0.49904, 2.16007], [-2.18665, -4.53067, 1.38919], [3.23193, 2.74775, -3.40784], [-0.34179, -0.88079, 1.36998], [5.71879, 2.72559, -2.30498], [5.48152, 3.59127, 0.27535], [-0.09425, 1.80110, 1.10622], [-2.00802, 0.42123, 2.64944], [-0.91747, -2.90154, 0.24226], [2.86089, 4.06960, 0.75933], [2.81724, -0.18816, 0.56555], [1.47936, 3.55150, -1.51045], [2.31364, 1.37118, 1.31871], [-1.02328, 1.04939, -0.33914], [-4.59949, -4.04829, 1.99950], [-4.31594, -0.10483, 2.86232], [-5.45693, -1.71726, 1.48076], [1.03141, 0.10310, -1.23704]], "forces_ev_per_angstrom": [[1.0, -0.5, 0.7], [1.9, -2.9, -0.2], [-1.5, 2.2, -1.2], [0.0, 2.9, 0.8], [-1.6, -0.3, 2.9], [2.4, 0.7, 2.4], [0.7, -2.5, 2.5], [-1.3, 0.4, 0.1], [0.6, -2.6, 0.3], [-0.8, -1.7, -0.7], [-3.2, -1.3, -3.5], [-0.4, 1.2, -1.1], [-0.6, -0.1, 0.2], [0.2, 0.5, -0.1], [-1.0, -0.5, 1.6], [1.7, -0.5, -3.7], [0.4, 1.1, 0.4], [2.0, 1.4, -0.3], [-0.2, -0.7, -0.2], [0.1, -2.2, 0.5], [1.1, 0.6, 0.0], [-0.5, -0.1, 0.2], [-0.5, 3.2, -2.8], [0.5, -0.1, -0.9], [0.3, 0.4, -0.5], [0.2, 1.3, -0.3], [-0.7, 1.3, 1.6], [-0.4, 0.2, 0.0], [0.0, -0.2, 0.4], [-0.6, 0.1, 0.1], [-0.3, 0.1, 0.2], [-0.2, -0.3, -0.1], [0.0, -0.2, -0.2], [0.0, -0.3, -0.1], [-0.3, 0.2, 0.6], [0.1, -0.4, -0.2], [-0.5, 0.1, 0.1], [0.3, -0.3, 0.1], [-0.3, -0.4, -0.1], [0.1, 0.3, 0.0], [0.4, 0.3, -0.1], [0.4, -0.3, -0.3], [0.7, -0.3, 0.8], [0.0, 0.4, 0.2]], "lowdin_charge": [0.13, 0.08, 0.17, 0.16, 0.20, 0.20, 0.20, -0.21, -0.04, 0.04, -0.07, -0.15, -0.09, -0.12, -0.25, -0.08, -0.14, -0.17, -0.08, -0.02, 0.02, -0.25, -0.08, -0.06, -0.11, -0.15, -0.06, 0.15, 0.13, 0.11, 0.13, 0.13, 0.07, 0.12, 0.13, 0.13, 0.07, 0.12, 0.08, 0.04, 0.15, 0.14, 0.14, 0.10], "homo_energy_ev": -10.34, "lumo_energy_ev": -5.42, "homo_lumo_gap_ev": 4.9, "charge": 1}

***

| no. | total energy (eV) |
| --- | --- |
| 1 | -12665.5124 |
| 2 | -113061.1235 |
| 3 | -100016.4890 |